No. 1
Formula: C5H12N2O
Source: OMol25
Level of theory: wB97M-V/def2-TZVPD

The geometry in XYZ format:
```
20
Properties=species:S:1:pos:R:3:mulliken_charge:R:1
C -0.6301 0.7881 2.1452 -0.95
C -1.4523 -0.9657 -0.3388 -0.82
C 2.2813 -1.1166 -2.0922 -0.76
C -1.2065 2.0967 1.7521 -0.65
N -0.1161 -0.6446 0.1312 -0.39
N 0.8400 -1.1760 -2.0540 -0.43
C 0.5881 0.3451 0.0401 0.82
O 1.4137 1.1639 -0.0349 -0.49
H 0.5907 -2.1443 -1.8357 0.24
H -1.2927 -0.0186 2.4279 0.36
H 0.3518 0.7623 2.5998 0.42
H -1.4746 -0.8736 -1.4240 0.41
H -1.6779 -1.9891 -0.0480 0.24
H -2.1865 -0.2979 0.1127 0.35
H 2.6121 -0.0843 -2.2219 0.27
H 2.7881 -1.5263 -1.2020 0.29
H 2.6755 -1.6957 -2.9476 0.32
H -2.0739 1.9884 1.0944 0.24
H -1.5612 2.6533 2.6360 0.30
H -0.4693 2.7350 1.2595 0.27
```

Values from the calculation:
- total charge = 0
- ΔE to the lowest compared entry with this formula, charge and spin (kJ/mol) = 564.2
- gap between HOMO and LUMO (spin up / spin down) (eV) = 9.97 / 7.58
- HOMO (spin up / spin down) (eV) = -9.0 / -7.4
- lowest unoccupied orbital energy (spin up / spin down) (eV) = 0.9 / 0.2
- multiplicity = 1

No. 2
Formula: C5H8N2
Source: OMol25
Level of theory: wB97M-V/def2-TZVPD

The geometry in XYZ format:
```
15
Properties=species:S:1:pos:R:3:mulliken_charge:R:1
C 2.3215 0.3915 0.0063 -0.73
N 0.9605 -0.2086 0.1364 0.21
C 0.3078 -1.4761 0.2509 -0.63
C -1.0491 -1.2654 0.1172 -0.56
C -1.2722 0.1224 -0.0247 0.61
N -2.4876 0.8300 -0.0371 -0.59
C -0.0463 0.7148 -0.0384 -0.51
H 2.9633 -0.0725 -0.7486 0.32
H 2.1962 1.4345 -0.3310 0.23
H 2.8760 0.4658 0.9488 0.28
H 0.6326 -2.4205 0.6961 0.31
H -1.8101 -2.0435 0.1299 0.32
H -3.2809 0.2205 -0.1690 0.24
H -2.4840 1.5452 -0.7521 0.24
H 0.1725 1.7620 -0.1848 0.27
```

Values from the calculation:
- total charge = 0
- ΔE to the lowest compared entry with this formula, charge and spin (kJ/mol) = 116.1
- gap between HOMO and LUMO (eV) = 8.41
- HOMO (eV) = -7.4
- lowest unoccupied orbital energy (eV) = 1.0
- multiplicity = 1
- structure (SMILES) = Cn1ccc(N)c1